## i
16
Properties=species:S:1:pos:R:3 method="wB97M-V/def2-TZVPD" spin_multiplicity=1 orbital_gap_ev=9.9722 homo_ev=-8.93
C 0.268 -1.623 -0.010
C 1.021 -0.277 -0.399
C 0.006 0.653 -1.114
C 0.770 0.608 0.739
C -0.718 0.114 1.054
C -1.149 0.143 -0.403
H 0.348 -2.334 -0.895
H 0.849 -2.075 0.931
H 1.958 -0.433 -0.912
H -0.100 1.051 -2.147
H -0.318 2.318 -0.024
H 1.227 0.509 1.708
H -1.494 0.234 1.917
H -2.186 0.566 -0.562
N 0.564 1.716 -0.228
N -1.045 -1.171 0.346

=====

## ii
16
Properties=species:S:1:pos:R:3 method="wB97M-V/def2-TZVPD" spin_multiplicity=1 orbital_gap_ev=10.1777 homo_ev=-9.21
C -1.198 -0.964 -1.381
C -0.188 -1.015 -0.495
C -0.052 0.470 -0.249
N 0.644 1.054 0.688
C 1.820 0.210 1.323
C 0.628 0.714 2.156
N -0.822 1.209 -0.903
C -1.512 0.314 -1.821
H -1.449 -1.994 -2.093
H 0.417 -2.126 -0.470
H 2.929 0.577 1.274
H 1.645 -1.000 1.090
H 0.958 1.510 3.007
H 0.105 -0.141 2.364
H -2.598 0.558 -1.695
H -1.328 0.625 -2.796

=====

Order from most stable to least stable according to the calculation: i, ii

=====

## i
16
Properties=species:S:1:pos:R:3 method="wB97M-V/def2-TZVPD" spin_multiplicity=1 orbital_gap_ev=8.7943 homo_ev=-7.74
N -2.382 -1.050 -0.017
C -1.184 -0.252 -0.022
C -1.195 1.233 0.149
C 0.106 1.675 -0.109
N 0.922 0.569 -0.369
C 0.167 -0.557 -0.180
C 1.497 -1.373 -0.081
C 2.090 -0.002 0.318
H -2.503 -1.493 0.899
H -3.144 -0.546 -0.369
H -2.004 1.873 0.518
H 0.606 2.637 -0.081
H 1.591 -1.923 0.859
H 1.869 -1.981 -0.931
H 2.999 0.280 -0.054
H 1.926 0.178 1.411

=====

## ii
16
Properties=species:S:1:pos:R:3 method="wB97M-V/def2-TZVPD" spin_multiplicity=1 orbital_gap_ev=8.9852 homo_ev=-8.11
C 2.329 0.114 0.209
C 1.161 -0.231 -0.246
N 0.710 -1.648 -0.262
C -0.574 -1.849 -0.199
N -1.608 -0.801 0.138
C -0.906 0.347 0.446
C -0.786 1.711 -0.177
C 0.091 0.692 -0.778
H 2.844 -0.575 0.884
H 2.833 1.083 0.234
H -0.935 -2.798 -0.625
H -2.196 -1.261 0.921
H -0.528 0.372 1.538
H -1.508 2.118 -0.943
H -0.459 2.579 0.521
H -0.470 0.146 -1.660

=====

## iii
16
Properties=species:S:1:pos:R:3 method="wB97M-V/def2-TZVPD" spin_multiplicity=1 orbital_gap_ev=7.7277 homo_ev=-7.74
C -0.420 -0.597 1.305
C 0.940 1.615 1.240
N 0.317 0.467 0.632
C 0.191 -1.218 0.104
C -0.558 -1.351 -2.315
C -0.598 0.721 -0.861
C -0.428 -0.761 -1.132
N -1.114 1.716 -1.263
H 0.003 -0.883 2.264
H -1.500 -0.462 1.341
H 1.086 -1.824 0.150
H 0.994 2.411 0.497
H 1.947 1.334 1.557
H 0.391 2.007 2.100
H -0.258 -2.377 -2.481
H -0.992 -0.797 -3.137

=====

Order from most stable to least stable according to the calculation: i, ii, iii

=====

## i
16
Properties=species:S:1:pos:R:3 method="wB97M-V/def2-TZVPD" spin_multiplicity=1 orbital_gap_ev=10.4163 homo_ev=-9.43
C -2.945 3.082 -0.531
C -2.023 2.293 -0.286
C -0.835 1.339 -0.218
N -1.332 -0.091 -0.294
C -0.521 -0.978 0.018
N 0.926 -0.701 0.132
C 2.017 -1.509 -0.365
C 1.599 -1.551 1.094
H -3.564 3.974 -0.667
H -0.183 1.545 0.633
H -0.311 1.523 -1.125
H -0.772 -2.045 -0.094
H 1.699 -2.350 -1.024
H 3.028 -1.108 -0.646
H 2.261 -1.055 1.839
H 0.956 -2.369 1.534

=====

## ii
16
Properties=species:S:1:pos:R:3 method="wB97M-V/def2-TZVPD" spin_multiplicity=1 orbital_gap_ev=9.0087 homo_ev=-9.03
C -2.248 0.669 0.919
C -1.639 0.325 -0.252
C -0.197 0.180 -0.492
C 0.841 0.775 0.098
C 0.874 1.953 1.023
N 0.830 2.769 1.851
N 0.197 -1.018 -1.139
C 1.574 -1.501 -0.744
H -1.854 1.135 1.721
H -3.283 0.950 0.498
H -2.381 -0.159 -0.874
H 1.968 0.639 0.264
H -0.445 -2.026 -0.814
H 2.455 -0.631 -0.939
H 1.789 -2.199 -1.571
H 1.518 -1.862 0.450

=====

## iii
16
Properties=species:S:1:pos:R:3 method="wB97M-V/def2-TZVPD" spin_multiplicity=1 orbital_gap_ev="7.3258 / 7.3252" homo_ev="-7.30 / -7.30"
C -0.757 -1.196 1.041
C -1.504 -0.414 -1.274
C -0.555 -0.286 -0.121
C 0.727 1.757 -0.938
N 0.268 0.691 -0.052
N 1.916 1.987 -0.610
C 1.820 0.756 0.610
C 2.385 0.191 1.549
H 0.063 2.218 -1.665
H -1.182 -0.652 1.887
H 0.188 -1.605 1.401
H -1.323 0.313 -2.060
H -1.423 -1.416 -1.695
H -2.528 -0.293 -0.920
H -1.388 -2.044 0.780
H 3.292 -0.007 2.065

=====

Order from most stable to least stable according to the calculation: i, ii, iii

=====

## i
19
Properties=species:S:1:pos:R:3 method="wB97M-V/def2-TZVPD" spin_multiplicity=1 orbital_gap_ev="8.2401 / 8.2407" homo_ev="-14.27 / -14.27" charge=+1
C -1.706 -2.358 0.944
C -0.729 -2.094 0.303
C -0.223 0.876 1.145
C 1.542 1.283 -0.502
C -0.722 0.696 -1.166
C 0.520 -1.722 -0.217
N 0.323 0.554 -0.181
H -2.455 -2.842 1.493
H 0.091 1.955 1.527
H -1.300 0.661 1.168
H 0.248 0.218 1.989
H 2.204 1.341 0.344
H 2.164 0.599 -1.218
H 1.346 2.219 -0.856
H -0.479 0.786 -2.220
H -1.276 -0.134 -1.069
H -1.191 1.620 -0.856
H 0.507 -1.825 -1.267
H 1.135 -1.833 0.638

=====

## ii
19
Properties=species:S:1:pos:R:3 method="wB97M-V/def2-TZVPD" spin_multiplicity=1 orbital_gap_ev=6.8118 homo_ev=-13.20 charge=+1
C -1.212 0.312 -0.699
C 0.769 0.031 -0.141
C -0.222 1.105 0.195
C 1.398 -0.715 0.986
C -0.414 2.475 0.578
C -0.348 -2.162 -0.890
N -0.196 -0.777 -1.000
H -2.048 0.074 0.035
H -1.643 0.694 -1.521
H 1.541 0.500 -0.776
H 0.888 -0.822 1.881
H 2.379 -0.237 1.300
H 1.712 -1.676 0.616
H 0.255 2.966 1.355
H -1.512 2.632 1.003
H -0.504 3.114 -0.344
H -0.510 -2.415 0.118
H -1.062 -2.535 -1.580
H 0.728 -2.562 -1.116

=====

## iii
19
Properties=species:S:1:pos:R:3 method="wB97M-V/def2-TZVPD" spin_multiplicity=1 orbital_gap_ev=10.4252 homo_ev=-14.46 charge=+1
C 2.447 0.421 -0.197
C 3.638 -0.044 -0.223
C -0.446 -0.595 0.637
C -0.702 -1.975 0.215
C -0.581 1.777 0.596
C -1.929 0.416 -0.935
N -0.964 0.463 0.140
H 4.071 -0.554 -1.074
H 4.334 0.022 0.602
H 0.297 -0.463 1.413
H 0.178 -2.326 -0.333
H -1.580 -2.105 -0.410
H -0.790 -2.617 1.089
H 0.259 2.138 -0.006
H -1.415 2.467 0.489
H -0.268 1.759 1.637
H -2.043 1.399 -1.382
H -1.609 -0.282 -1.709
H -2.899 0.098 -0.548

=====

## iv
19
Properties=species:S:1:pos:R:3 method="wB97M-V/def2-TZVPD" spin_multiplicity=1 orbital_gap_ev=10.3520 homo_ev=-13.91 charge=+1
C 0.879 1.110 -0.042
C 0.657 2.117 1.058
C 0.856 1.152 -1.636
C 1.098 0.045 -0.745
C -2.149 -0.721 0.061
C -1.448 -1.478 0.920
N 1.273 -1.419 -0.556
H 0.277 1.541 1.962
H 1.572 2.505 1.249
H -0.083 1.343 -2.104
H 1.668 1.671 -2.019
H -1.656 0.240 0.063
H -2.888 -0.820 -0.716
H -0.086 2.798 0.617
H -1.469 -2.555 1.135
H -0.710 -0.888 1.436
H 0.899 -1.621 0.306
H 2.215 -1.655 -0.521
H 0.865 -2.011 -1.336

=====

Order from most stable to least stable according to the calculation: iii, ii, iv, i

=====

## i
23
Properties=species:S:1:pos:R:3 method="wB97M-V/def2-TZVPD" spin_multiplicity=1 orbital_gap_ev=8.1592 homo_ev=-7.52
C 0.597 -1.741 1.486
O 0.224 -2.854 0.699
H -0.728 -2.975 0.776
H 0.375 -1.884 2.549
H 1.679 -1.653 1.405
H 0.814 -0.358 0.159
C 0.232 -0.574 -1.893
C -1.535 -0.039 0.578
C -0.691 2.323 0.434
C 0.471 0.379 -0.720
C -0.714 0.908 -0.050
N 1.463 1.372 -1.089
H 1.838 1.856 -0.282
H 2.233 0.943 -1.586
H -0.509 -1.330 -1.650
H -0.100 -0.005 -2.762
H 1.157 -1.091 -2.154
H -2.343 0.336 1.197
H -0.565 -0.803 1.228
H -1.879 -0.886 -0.014
H -0.412 3.001 -0.375
H 0.054 2.459 1.232
H -1.660 2.617 0.833

=====

## ii
23
Properties=species:S:1:pos:R:3 method="wB97M-V/def2-TZVPD" spin_multiplicity=1 orbital_gap_ev=8.6918 homo_ev=-7.80
C -0.996 0.860 -2.356
C -0.085 -0.107 -1.549
C 0.182 0.391 -0.163
C 1.365 1.292 0.007
C -0.566 0.016 0.895
C -0.182 0.191 2.379
N -1.595 -0.924 0.846
H -1.750 1.295 -1.702
H -1.638 0.256 -3.014
H -0.499 1.592 -2.981
H -0.524 -1.097 -1.661
H 0.917 -0.177 -1.988
H 1.650 1.541 1.011
H 2.264 0.872 -0.457
H 1.204 2.220 -0.560
H -0.989 0.513 3.025
H 0.093 -0.837 2.668
H 0.756 0.687 2.559
H -2.245 -0.937 0.076
H -1.811 -1.448 1.669
O 1.501 -2.456 0.534
H 2.182 -1.755 0.631
H 0.765 -1.987 0.131

=====

## iii
23
Properties=species:S:1:pos:R:3 method="wB97M-V/def2-TZVPD" spin_multiplicity=1 orbital_gap_ev=10.4503 homo_ev=-9.66
C 1.313 0.532 2.475
C -0.158 0.185 1.792
C -0.435 -1.203 2.519
N -1.213 -1.958 1.680
O -0.134 -1.581 3.619
H 2.006 0.043 1.962
H 1.453 0.335 3.556
H 1.350 1.534 2.034
H -1.100 0.639 2.101
H -0.071 0.158 0.683
H -1.565 -2.783 2.003
H -1.783 -1.720 0.913
C 0.987 0.228 -3.060
C 0.099 0.073 -1.889
C -0.975 1.137 -1.845
H 1.318 1.254 -3.192
H 0.419 -0.149 -3.994
H 1.888 -0.398 -3.151
H -0.355 -0.896 -1.785
H 0.765 0.242 -0.921
H -1.497 1.178 -2.682
H -1.630 0.971 -0.954
H -0.679 2.181 -1.864

=====

Order from most stable to least stable according to the calculation: ii, iii, i

=====

## i
23
Properties=species:S:1:pos:R:3 method="wB97M-V/def2-TZVPD" spin_multiplicity=1 orbital_gap_ev=9.6530 homo_ev=-8.90
C 0.948 -0.597 1.486
C 0.220 0.411 0.603
C 1.067 1.667 0.395
N -1.058 0.944 1.550
C -0.475 -0.115 -0.630
C -1.408 -1.312 -0.481
C 0.874 -0.606 -1.577
O -1.138 0.913 -1.331
H 1.944 -0.821 1.093
H 1.085 -0.176 2.487
H 0.405 -1.537 1.597
H 1.213 2.172 1.355
H 0.598 2.387 -0.282
H 2.058 1.417 0.005
H -1.637 1.560 0.973
H -1.659 0.165 1.815
H -0.968 -2.119 0.104
H -1.655 -1.715 -1.470
H -2.353 -1.011 -0.020
H 1.101 0.215 -2.260
H 1.802 -0.912 -1.096
H 0.585 -1.461 -2.193
H -1.548 0.533 -2.124

=====

## ii
23
Properties=species:S:1:pos:R:3 method="wB97M-V/def2-TZVPD" spin_multiplicity=1 orbital_gap_ev=10.1825 homo_ev=-9.46
C 0.385 0.171 -3.181
C 0.021 -0.812 -2.381
C -0.918 -0.845 -1.219
C -0.104 -0.813 0.128
C -0.932 -0.364 1.316
C 0.001 -0.475 2.555
N -1.446 1.026 1.395
H 1.190 0.207 -3.896
H -0.176 1.133 -3.206
H 0.261 -1.841 -2.676
H -1.586 -1.706 -1.058
H -1.623 -0.036 -1.323
H 0.329 -1.826 0.309
H 0.760 -0.184 0.049
H -1.730 -1.066 1.545
H 0.388 -1.460 2.758
H -0.577 -0.266 3.487
H 0.820 0.273 2.609
H -0.748 1.612 1.836
H -1.409 1.326 0.416
O 2.007 2.145 0.271
H 2.234 1.206 0.116
H 2.851 2.594 0.149

=====

## iii
23
Properties=species:S:1:pos:R:3 method="wB97M-V/def2-TZVPD" spin_multiplicity=1 orbital_gap_ev=10.0212 homo_ev=-8.99
C -1.247 -2.777 -0.053
C -0.772 -1.545 -0.764
C -0.040 -1.538 -1.913
C 0.632 -0.367 -2.530
H -0.783 -2.810 0.954
H -2.358 -2.803 0.042
H -0.904 -3.676 -0.577
H -0.947 -0.628 -0.217
H 0.033 -2.487 -2.460
H 0.800 0.478 -1.837
H 0.059 -0.074 -3.421
H 1.658 -0.599 -2.873
C 1.064 2.600 0.448
N 0.134 1.544 0.929
C 0.072 1.330 2.359
O -0.797 0.241 2.636
H 0.913 3.489 1.088
H 0.792 2.880 -0.586
H 2.143 2.299 0.492
H 0.345 0.635 0.540
H 1.047 1.035 2.803
H -0.235 2.301 2.779
H -1.609 0.472 2.163

=====

Order from most stable to least stable according to the calculation: i, iii, ii

=====

## i
23
Properties=species:S:1:pos:R:3 method="wB97M-V/def2-TZVPD" spin_multiplicity=1 orbital_gap_ev=10.4311 homo_ev=-9.65
C 1.973 -0.149 0.202
C 2.839 -0.809 1.305
C 1.927 -1.342 2.411
N 1.399 -0.399 3.257
O 1.581 -2.511 2.508
H 1.284 0.509 0.728
H 1.244 -0.861 -0.183
H 2.722 0.295 -0.439
H 3.546 -1.605 1.067
H 3.539 -0.091 1.758
H 0.668 -0.494 3.940
H 1.540 0.580 3.094
C -1.391 1.561 -2.259
C -2.296 0.281 -2.331
C -2.899 -0.018 -0.930
H -0.973 1.696 -3.248
H -1.959 2.403 -1.887
H -0.651 1.283 -1.502
H -3.187 0.579 -2.885
H -1.777 -0.519 -2.837
H -2.528 0.662 -0.168
H -3.986 0.003 -0.901
H -2.616 -1.055 -0.703

=====

## ii
23
Properties=species:S:1:pos:R:3 method="wB97M-V/def2-TZVPD" spin_multiplicity=1 orbital_gap_ev=8.0367 homo_ev=-7.30
C 0.455 -1.339 1.443
C -0.088 -1.003 0.245
C 0.913 -0.818 -0.909
C 1.947 0.264 -0.627
C 1.503 1.621 -1.288
N -1.438 -0.806 0.155
C -2.179 -0.210 -0.976
H -0.015 -1.560 2.396
H 1.453 -1.756 1.597
H 1.329 -1.828 -0.872
H 0.451 -0.436 -1.821
H 2.881 -0.059 -1.095
H 2.186 0.608 0.378
H 0.429 1.767 -1.167
H 2.017 2.431 -0.766
H 1.872 1.694 -2.303
H -1.836 -0.488 1.032
H -2.677 0.663 -0.566
H -3.035 -0.864 -1.162
H -1.576 -0.120 -1.871
O -1.900 0.550 2.677
H -1.556 1.388 2.310
H -1.134 0.302 3.189

=====

## iii
23
Properties=species:S:1:pos:R:3 method="wB97M-V/def2-TZVPD" spin_multiplicity=1 orbital_gap_ev=9.5489 homo_ev=-8.76
C 0.589 -2.154 1.001
C -0.569 -1.945 0.364
C -1.547 -0.833 0.527
C -1.292 0.374 -0.343
C -0.880 1.610 0.442
N 0.428 2.228 0.185
C 1.431 1.775 1.199
H 1.303 -3.032 0.927
H 1.155 -1.286 1.586
H -0.879 -2.756 -0.206
H -2.536 -1.238 0.241
H -1.612 -0.745 1.610
H -0.436 0.176 -0.923
H -1.980 0.742 -1.192
H -1.086 1.603 1.643
H -1.539 2.458 0.151
H 0.731 2.045 -0.706
H 1.408 0.707 1.445
H 2.380 2.135 0.893
H 1.467 2.212 2.174
O 1.240 -1.204 -2.890
H 1.689 -0.311 -2.705
H 0.629 -1.636 -2.257

=====

Order from most stable to least stable according to the calculation: i, ii, iii

=====

## i
23
Properties=species:S:1:pos:R:3 method="wB97M-V/def2-TZVPD" spin_multiplicity=1 orbital_gap_ev=9.0929 homo_ev=-8.25
C 2.614 1.583 -0.182
C 2.090 0.315 -0.861
C 0.669 -0.027 -0.598
C -0.388 1.031 -0.802
C 0.274 -1.295 -0.342
C -1.099 -1.698 0.046
N 1.292 -2.338 -0.265
H 2.677 2.476 -0.789
H 3.598 1.382 0.254
H 2.065 1.768 0.752
H 2.014 0.491 -1.970
H 2.843 -0.455 -0.846
H -1.181 0.992 -0.063
H 0.080 2.010 -0.709
H -0.768 1.022 -1.823
H -1.828 -1.700 -0.772
H -1.135 -2.638 0.586
H -1.455 -0.889 0.698
H 1.172 -3.068 -0.954
H 1.268 -2.760 0.657
O -4.793 1.106 2.343
H -5.689 0.972 2.711
H -4.320 1.718 2.929

=====

## ii
23
Properties=species:S:1:pos:R:3 method="wB97M-V/def2-TZVPD" spin_multiplicity=1 orbital_gap_ev=9.9813 homo_ev=-9.11
C 1.212 3.297 -1.740
C 1.266 1.910 -1.161
C 0.467 0.815 -1.918
C -0.719 0.175 -1.003
N -0.309 0.000 0.434
C -0.661 -1.424 0.689
C -0.765 -1.771 2.236
O -0.532 -3.072 2.442
H 1.447 4.086 -0.969
H 0.220 3.460 -2.228
H 1.960 3.551 -2.514
H 2.345 1.478 -1.085
H 0.882 2.016 -0.093
H 0.928 -0.222 -2.166
H 0.203 1.126 -2.951
H -1.609 0.837 -1.279
H -0.996 -0.900 -1.392
H -0.848 0.680 1.016
H 0.179 -2.009 0.269
H -1.622 -1.780 0.293
H -1.821 -1.639 2.506
H -0.174 -1.056 2.846
H 0.522 -3.067 2.558

=====

Order from most stable to least stable according to the calculation: i, ii